[1]
90
Properties=species:S:1:pos:R:3:forces:R:3:lowdin_charge:R:1 method="wB97M-V/def2-TZVPD" e_lumo_ev=0.0 homo_lumo_gap_ev=9.468 e_tot_ev=-188395.9586 mol_weight_da=812.7
C 0.7680 -1.8093 -0.7186 -0.2426 -0.2211 0.7466 -0.3161
C 1.2574 -3.2182 -1.1602 -0.2595 0.8042 -0.2782 -0.0819
H 0.4598 9.0229 0.5210 -0.1135 -0.0329 0.0527 0.0810
H -0.7203 3.4357 -0.6992 0.0241 0.0279 0.0157 0.0779
C -4.2756 0.6302 -4.4639 0.8312 0.1092 0.1900 -0.2452
H 0.5936 -5.8862 2.8549 0.0098 0.0954 0.0194 0.0786
H -3.4556 -0.8334 3.4192 -0.0323 -0.0691 0.0554 0.0910
H -8.7750 2.2793 -4.3259 0.0924 0.0431 0.0343 0.0764
H 1.4301 7.6579 -0.0276 -0.0220 0.0161 0.0307 0.0686
C -0.7022 -1.7854 -0.2308 0.2484 -0.1832 -1.3079 -0.5888
C 1.7497 -1.6649 3.6806 0.1054 0.4247 0.0379 -0.0919
C 5.2824 -0.9986 -5.3681 -0.1320 0.1951 0.1797 -0.0754
C 2.8924 -0.6880 3.8807 -0.0491 -0.7803 0.0814 -0.2417
H -3.8811 1.4956 -5.0011 -0.1961 0.0523 -0.0079 0.1163
H 3.6425 -0.8524 3.1065 0.0037 0.3685 -0.0307 0.1164
O 2.4549 0.6737 3.7441 -0.0684 0.3266 0.1111 -0.2623
H 1.2241 2.9614 3.2951 0.0505 0.0268 0.0337 0.0396
H -0.7255 -6.2700 3.9948 -0.0159 0.0683 -0.0084 0.0769
S -4.1471 -4.0802 -0.0625 -0.3053 0.5129 -0.2211 0.7222
B -1.7576 -1.9125 -1.4237 0.1358 1.0877 1.1776 -0.2809
C -3.7467 0.5760 -3.0428 -0.2545 0.3237 0.0381 -0.0763
H 0.6375 2.5379 0.0237 0.0532 0.0652 0.0285 0.0528
O 0.2487 0.8529 4.8573 0.0329 -0.1461 0.2850 -0.2827
H -8.0776 1.3898 -5.7073 0.0428 0.0012 0.0338 0.0742
H 1.4101 -1.4822 0.1170 -0.2831 0.0274 -0.3001 0.0896
O -0.5105 5.7748 0.6185 0.0877 -0.3224 0.0231 -0.2576
H -3.9515 -0.2589 -5.0041 -0.3302 -0.0184 -0.0896 0.1220
H 4.4461 -0.5592 -4.8251 0.0080 -0.0327 -0.0215 0.0686
H -3.8768 -3.0686 4.3660 0.1212 -0.3428 -0.0553 0.1232
H 6.0655 -0.2417 -5.4239 0.0143 -0.0578 -0.0579 0.0860
O 1.5386 5.1673 -0.6112 0.2771 0.0413 0.2389 -0.2661
C 0.4101 8.0005 0.1440 0.2210 -0.1250 -0.1507 -0.0760
O 6.3696 -1.9618 -3.3889 0.0334 0.0063 0.3577 -0.2616
H 1.0008 -1.5719 4.4610 0.0964 0.0166 0.0378 0.0604
C 1.6305 2.9746 4.3004 0.0477 -0.0361 0.0436 -0.1275
H 0.8486 -1.0516 -1.5164 0.2789 -0.4068 0.1970 0.1041
S 5.3824 -1.5903 -2.1882 0.7239 -0.0831 0.0003 0.5770
C -0.1104 3.3101 0.1924 -0.1028 0.0845 -0.1074 -0.1717
O 4.9572 -0.2337 -2.3350 -0.3116 -0.1004 0.0164 -0.2701
H 4.9397 -1.2334 -6.3767 0.0952 -0.0881 0.0079 0.0815
H -4.0040 1.4800 -2.4905 0.0457 0.0015 -0.0327 0.0767
Br -1.0100 0.0419 0.5017 -0.0518 -0.4944 -0.0557 0.8031
C -2.8992 -1.6937 3.0459 0.3015 -0.0923 -0.1339 -0.0810
N -3.1793 -1.6948 -1.0402 1.7418 1.3719 -1.3500 0.1163
S 1.5969 1.3317 4.9266 0.3237 0.3761 -0.6429 0.5810
O -2.2389 -3.9972 3.5911 0.3893 -0.2786 -0.1614 -0.2557
O -6.0061 3.0512 -4.8821 0.1425 0.1055 0.2315 -0.2737
H 6.0671 -1.3513 0.0265 -0.0803 0.0124 -0.0693 0.0749
H -0.8848 -2.5477 0.5482 0.0073 0.8008 -0.2800 0.0552
H 0.2094 7.0646 2.0876 0.0294 -0.1792 -0.0506 0.1151
H 2.3384 -3.2451 -0.9716 -0.3769 -0.3165 -0.2508 0.0487
H 5.0065 -2.9967 -4.5770 0.0233 0.0392 0.1897 0.1152
C -8.0855 1.4924 -4.6250 -0.0401 -0.1109 -0.0883 -0.1236
H 0.7488 -4.0337 -0.6216 0.1975 0.3287 -0.0783 0.0768
H -0.0984 7.9996 -0.8209 -0.0455 0.0459 0.0549 0.0857
O -0.3408 -3.2901 2.1876 0.3679 -0.0494 0.3653 -0.3022
O 4.4346 -2.6527 -2.0267 -0.1672 0.1859 -0.1301 -0.2798
H -0.7252 3.0575 1.0535 0.0209 0.0507 -0.0112 0.0570
S -6.4790 1.9670 -4.0766 -0.1949 -0.5768 -0.2826 0.5749
C -2.8594 -2.7954 4.0886 -0.3653 0.8679 0.1392 -0.2339
C -3.6875 -2.6792 -0.6539 -1.1647 -3.0421 1.4972 -0.7877
O -5.7126 0.6323 -4.5112 -0.3477 0.0895 -0.0343 -0.2619
H -1.4556 -2.1282 -2.5480 -0.1225 -0.0366 -0.1316 0.0986
H -4.1787 -0.2622 -2.5059 0.0117 0.0010 -0.0831 0.0585
C 6.5682 -1.6663 -0.8869 0.1250 -0.0802 0.0006 -0.1181
O -6.4933 2.0527 -2.6494 0.0949 0.2658 -0.0169 -0.2744
H -2.3549 -2.4607 4.9975 0.1441 -0.1344 -0.0635 0.1196
H 7.3854 -0.9865 -1.1157 -0.0443 -0.0007 -0.0275 0.0767
H -1.8959 -1.3545 2.7875 -0.0858 0.0319 0.1250 0.0194
C 5.7950 -2.2474 -4.6760 -0.3970 0.0114 -0.6987 -0.2546
O -0.0423 -3.6655 4.6415 0.0095 0.1281 -0.0905 -0.2636
H 1.0711 -3.3259 -2.2401 0.1644 -0.2681 0.3525 0.0756
H 1.2529 -1.4700 2.7303 0.0688 -0.0305 -0.0274 0.0632
H -1.0807 -6.0080 2.2563 -0.0059 0.0390 0.0088 0.0750
H -8.3591 0.5561 -4.1444 0.0429 0.0253 0.0102 0.0748
H 6.5892 -2.6920 -5.2744 0.1617 -0.0107 0.2971 0.1213
C -0.4544 -5.7195 3.0973 -0.0847 -0.0758 -0.0532 -0.1075
O 2.3498 1.2522 6.1428 -0.1991 -0.2616 0.0799 -0.2775
C -0.3148 7.1041 1.1301 0.2259 0.7386 0.1347 -0.2549
S -0.6563 -3.9938 3.3943 -0.9887 -0.9402 0.3332 0.5880
H 1.0079 3.5932 4.9440 -0.0222 -0.1127 0.0566 0.0830
H 6.9248 -2.6887 -0.7875 -0.0227 0.0229 -0.0419 0.0752
O 1.3409 4.6744 1.8316 0.3636 0.4668 -0.0399 -0.2860
H 2.6530 3.3431 4.3038 -0.0182 -0.0521 -0.0454 0.0813
H 3.3867 -0.8320 4.8443 -0.0931 0.1707 0.0459 0.1169
H -3.3675 -2.0513 2.1267 -0.0756 0.0062 0.0806 0.0526
H -2.6590 0.4814 -3.0390 -0.0200 -0.0651 -0.1137 0.0776
H 2.1146 -2.6910 3.6881 0.1043 0.0527 -0.0194 0.0803
S 0.7575 4.8050 0.5297 -0.9154 -0.3881 -0.2830 0.5857
H -1.3081 7.5078 1.3225 -0.0939 -0.3180 -0.0528 0.1217

---

[2]
24
Properties=species:S:1:pos:R:3:forces:R:3:lowdin_charge:R:1 method="wB97M-V/def2-TZVPD" e_lumo_ev=0.6 homo_lumo_gap_ev=9.299 e_tot_ev=-10573.2014 mol_weight_da=120.2
H -0.7404 1.5700 2.4281 0.6926 -1.4102 -0.6483 0.0772
H 1.5542 -0.5449 0.8850 -0.4844 -0.5640 -0.1804 0.0694
H 0.0188 -3.6374 1.2397 0.9680 -0.2167 1.8056 -0.0043
O -0.3976 -3.5252 0.4192 0.5433 1.0114 -3.1662 -0.0691
H 1.7317 -0.4409 -0.9097 -0.4356 0.0715 -0.0046 0.0595
C -0.7508 0.4411 2.3145 -0.7109 -2.1429 2.5334 -0.1091
C 0.1271 0.8054 -2.5879 3.1794 -3.2493 4.5848 -0.0908
H 0.6834 -0.2040 -2.9445 -1.4643 2.5228 0.3914 0.1212
O 2.1073 1.8216 0.1310 -1.1589 -1.4283 -1.0211 -0.0773
H 0.3017 -3.0873 -0.1710 -1.5714 -0.8003 1.3896 0.0682
C 1.0362 -0.4749 -0.0753 -0.5147 0.3610 0.2520 0.0102
H 0.1534 -0.1808 2.6497 -0.6399 1.8133 -0.3773 0.0745
H 1.1807 2.1636 0.1584 2.1397 0.5397 0.6513 0.0750
H 2.9491 2.1656 0.3971 -0.4801 1.5427 0.5469 0.0411
H -1.4850 0.1456 3.2219 1.0861 0.4639 -2.3107 0.1009
C -0.8683 0.4566 -1.3832 1.3894 -0.5967 -3.2473 -0.2144
C -0.2666 -0.1348 -0.1622 2.0803 0.2955 -1.3733 -0.4030
H -1.5512 -0.2078 -1.9389 -0.7331 0.3618 1.0505 0.1178
H -1.6008 -1.2562 0.9628 1.7056 1.1463 0.9305 0.1433
H -2.2377 0.1174 0.8122 0.4538 1.4603 -1.0639 0.1039
H 0.9005 1.4155 -2.0176 -0.5287 -0.4228 -1.5566 0.0633
C -1.1811 -0.1559 0.9416 -3.5193 -2.1439 3.0822 -0.2806
H -1.2492 1.4242 -1.0958 -0.9452 0.0914 0.0409 0.1077
H -0.4152 1.3235 -3.2750 -1.0518 1.2937 -2.3093 0.0154

---

[3]
57
Properties=species:S:1:pos:R:3:forces:R:3:lowdin_charge:R:1 method="wB97M-V/def2-TZVPD" e_lumo_ev=0.6 homo_lumo_gap_ev=8.269 e_tot_ev=-37309.5437 mol_weight_da=418.5
C 1.8321 2.0120 -2.9152 0.0517 0.2551 0.3045 -0.1314
H -1.3117 3.6164 -5.7720 -0.0981 0.0424 -0.0845 0.1031
H 1.1653 -0.9773 -3.0298 0.0783 -0.0352 -0.1025 0.1207
C -0.0745 0.0464 -5.4561 0.0328 -0.0808 0.0781 -0.0159
N 1.4529 1.6236 2.8365 0.1510 0.6553 0.4886 0.0957
H -3.4287 0.9782 7.4414 -0.0728 0.0330 0.0671 0.0815
C -3.2849 0.0325 6.9221 0.0305 -0.0159 0.0422 -0.0518
C 2.2379 1.4982 1.7915 -0.2553 -0.3939 -0.1173 -0.0760
N 0.5977 0.5937 2.8012 0.3036 -0.2939 -0.8295 -0.0327
H -2.9341 -0.6966 7.6524 -0.0551 -0.0400 0.0780 0.0840
H -1.8639 -0.4315 2.5180 -0.0114 0.0018 -0.0596 0.1050
H -3.5085 -0.7002 4.3110 -0.0991 -0.0251 -0.0161 0.1109
C -0.1026 0.9123 5.0793 0.0935 -0.0695 -0.1204 -0.0041
C 0.4495 1.1137 -4.7016 -0.1967 0.1451 -0.3341 -0.2899
C 1.7237 1.5368 -1.4696 -0.3027 0.3773 -0.0296 -0.1151
C -1.6156 -0.1229 3.5217 0.1755 0.0987 -0.1387 -0.0188
H -4.2426 -0.3034 6.5332 -0.0824 -0.0153 0.0295 0.0740
C -0.6892 -3.2297 0.1824 -0.0637 0.0394 -0.1349 -0.1482
H 3.0174 2.2113 1.6120 0.1528 0.1960 -0.0279 0.1164
C -0.3783 0.4474 3.7968 -0.5053 -0.0333 0.5891 -0.1837
O 0.0960 -1.1603 -0.7689 0.0143 0.0917 -0.1977 0.0933
H -0.7036 -3.5576 -0.8573 0.1137 0.0648 0.0724 0.1193
H -1.4999 -0.4961 -6.9475 -0.0023 -0.0547 -0.0209 0.1037
H 0.2946 -0.9574 -5.3296 0.0491 -0.0945 0.0312 0.0931
N 2.6040 0.3991 -1.2589 0.1657 0.0590 -0.1062 -0.0358
H 3.4518 -1.2362 -2.1652 -0.0259 0.1738 -0.1324 0.1259
C 0.8671 -0.2178 1.7407 0.4996 0.3562 -0.3650 -0.1549
H -2.7354 -2.5336 0.1916 -0.0877 0.0515 -0.0080 0.0837
C -0.9846 2.5852 -5.7134 -0.1966 -0.0277 -0.1718 -0.1561
O 3.1682 -1.3725 0.0325 -0.0357 -0.2622 0.0848 0.0691
H 3.9317 0.3216 -2.8756 -0.0337 -0.1036 -0.0097 0.1295
H -0.0230 -1.9949 2.2665 0.0438 -0.0215 -0.1467 0.1546
H 2.3432 -0.8776 -4.3713 -0.0176 -0.0351 0.0747 0.1257
H -2.1299 -2.9635 1.7951 -0.0703 0.0157 0.1033 0.0598
N 0.1838 -1.3974 1.4788 0.0885 0.0612 0.5206 0.1663
N -0.0169 2.3597 -4.8438 0.1770 -0.0166 0.1542 0.1020
H 0.6888 1.2372 -1.2639 0.0781 0.1037 0.0057 0.1279
C -2.2802 0.1856 5.8226 -0.0286 -0.0064 -0.0707 -0.2820
C -2.5494 -0.2554 4.5341 0.0544 0.0234 0.1766 -0.0398
C -1.0474 0.7808 6.0755 -0.0824 -0.0521 -0.1468 -0.0354
H -2.3440 1.8424 -7.2016 -0.0594 0.0514 -0.0474 0.0913
H 0.8512 1.3786 5.2668 0.0766 0.0300 0.0310 0.1087
C -2.1125 -3.2358 0.7414 0.1189 -0.0310 -0.0609 -0.0870
N 1.4762 0.9468 -3.8247 0.1702 -0.0697 0.2088 -0.0673
H -2.5456 -4.2281 0.6412 -0.0663 -0.0415 0.0376 0.0742
C 2.6083 -0.2965 -0.1017 0.2057 0.0944 0.0845 -0.4377
H 1.9965 2.3504 -0.7918 -0.0926 -0.0144 -0.1237 0.1195
C 1.9667 -0.3722 -3.4753 0.0580 -0.2414 -0.0323 -0.1330
C -1.0807 0.3078 -6.3583 -0.0029 0.1854 0.0514 -0.0845
C -1.5571 1.6067 -6.5033 -0.0620 -0.0688 -0.0748 -0.0944
H -0.0543 -3.9102 0.7532 0.0314 -0.0213 -0.0376 0.1196
H 1.1428 2.8378 -3.0964 0.2344 -0.0865 0.1551 0.1106
C 1.9212 0.3458 1.0468 -0.4417 -0.2886 0.4304 -0.0649
H 2.8515 2.3591 -3.1211 -0.0827 0.0858 0.0311 0.1261
H -0.8281 1.1434 7.0689 0.0428 0.0499 0.1071 0.1159
C -0.0870 -1.8398 0.2156 -0.2625 -0.4833 -0.0710 -0.4587
C 3.0942 -0.2462 -2.4573 0.1018 -0.3179 -0.2188 -0.1119

---

[4]
55
Properties=species:S:1:pos:R:3:forces:R:3:lowdin_charge:R:1 method="wB97M-V/def2-TZVPD" e_lumo_ev=-0.7 homo_lumo_gap_ev=8.243 e_tot_ev=-52225.0799 mol_weight_da=456.5
O 1.1496 1.9103 0.6777 -0.0031 0.0060 0.0544 -0.1803
C 0.2680 -1.8235 6.0160 0.0147 0.0118 0.0030 -0.0637
H 1.1792 -2.1527 -2.2284 -0.0284 0.1017 -0.0210 0.1040
O 0.5909 0.5833 -1.1648 0.2480 0.0257 -0.1949 -0.1475
N -4.3946 0.8797 -3.2331 -0.0141 -0.0008 0.0040 -0.3530
C 0.5984 -2.5874 4.9080 -0.0519 0.0025 0.0231 -0.0020
C -4.3912 4.0128 -0.4089 -0.0152 -0.0408 -0.0286 -0.0701
C 2.4359 -0.7310 -3.2874 0.0089 -0.0140 0.0368 -0.1899
H -0.0987 -3.2900 4.4769 0.0237 -0.0057 -0.0262 0.1199
C 1.0990 -0.3693 -0.1823 -0.0141 -0.2030 0.3848 -0.5171
N 2.2089 -3.2285 3.1633 -0.0720 0.0596 0.0494 -0.3530
C 2.1693 -1.6958 -2.1206 0.0724 -0.1130 0.1004 -0.1780
H 0.6663 0.3174 1.8436 0.0203 -0.0400 0.0074 0.1263
H 0.1916 -2.1802 -0.3146 -0.0598 0.0125 -0.0316 0.0833
S 1.2306 2.0053 -0.8990 -0.0868 -0.1281 -0.1315 0.5755
H -4.3900 4.8154 0.3170 -0.0018 0.0002 -0.0014 0.1061
O -3.3247 0.5329 -3.6929 -0.0078 -0.0097 0.0110 0.0685
H 3.4855 -0.8169 -3.5796 -0.0016 -0.0508 0.0071 0.1088
H -0.7093 -1.9305 6.4666 0.0016 0.0016 0.0001 0.1087
H -0.8528 -0.9316 -0.1674 -0.0195 0.0765 0.1859 0.1040
H 2.4003 0.4244 1.4364 0.0517 0.0241 -0.1089 0.1322
H -2.2621 4.0769 -0.7259 -0.0009 -0.0047 0.0000 0.1053
H -2.2708 2.2533 -2.3812 -0.0185 -0.0260 -0.0094 0.1141
H 3.7583 -1.4554 4.3952 -0.0100 -0.0234 -0.0229 0.1187
C 2.7876 -1.5435 4.8597 0.0334 0.0332 0.0272 -0.0064
N 0.0448 -1.2883 0.1406 -0.0701 -0.1415 -0.2722 0.1237
C -3.1985 3.6040 -0.9898 0.0281 0.0595 0.0383 -0.0571
C -5.5871 3.3954 -0.7556 0.0186 0.0018 0.0069 -0.0698
C 1.1859 -0.9246 6.5430 0.0038 -0.0082 -0.0145 -0.0704
H 2.4134 -1.9969 -0.0106 0.1127 0.0972 0.0846 0.1186
O 3.3184 -3.0737 2.6927 0.0186 0.0081 -0.0759 0.0673
O 1.3677 -3.9826 2.7221 0.0273 -0.0372 -0.0396 0.0761
H 1.1106 -1.9769 -4.4600 0.1014 -0.0228 -0.0928 0.1039
H 2.1305 -0.9097 -5.4156 -0.0318 -0.0449 -0.0173 0.1026
H 3.1557 -0.0856 6.3798 -0.0022 -0.0008 0.0006 0.1086
C 1.5284 -0.9662 -4.5066 -0.0228 0.0955 0.0349 -0.2697
C -5.5971 2.3659 -1.6831 -0.0463 0.0183 0.0303 -0.0077
H -6.5130 1.8698 -1.9668 0.0194 -0.0168 -0.0243 0.1173
O -5.4645 0.3843 -3.5257 0.0202 0.0017 0.0021 0.0749
N 0.4376 0.0147 -4.5766 -0.0092 -0.0127 0.0471 0.0074
H 2.8768 -2.5243 -2.2052 -0.0968 -0.0804 0.0126 0.1138
H 0.4746 0.5606 -5.4248 -0.0286 -0.0243 0.0215 0.0621
H -0.4782 -0.4065 -4.5185 0.0047 0.0082 -0.0135 0.0567
H 3.2291 -0.5567 -0.5965 -0.0704 0.1169 -0.0592 0.1247
H 0.9211 -0.3290 7.4067 0.0014 -0.0025 0.0006 0.1076
C -3.1932 2.5788 -1.9213 0.1505 -0.0432 -0.0202 0.0028
O 0.3284 2.9843 -1.3794 -0.0188 0.1756 0.1214 -0.2147
C 1.8548 -2.4297 4.3529 -0.0055 0.0162 -0.0206 -0.1513
H -6.5159 3.7141 -0.3022 0.0013 0.0021 -0.0020 0.1060
O 2.6037 2.0205 -1.2754 -0.0688 0.0097 -0.0840 -0.2137
C 2.4419 -0.7854 5.9671 -0.0173 -0.0030 0.0043 -0.0648
H 2.2927 0.2990 -2.9856 0.0105 0.1009 0.0363 0.0750
C 1.3844 0.5373 1.0599 -0.0615 0.0117 0.0655 -0.0837
C 2.3164 -1.1459 -0.6932 -0.0351 0.0122 -0.0752 -0.1145
C -4.3945 1.9780 -2.2466 -0.0023 0.0069 -0.0136 -0.1462